Formula: CH2Cl2O2
Source: OMol25
Level of theory: the ωB97M-V functional and the def2-TZVPD basis

```
7
Properties=species:S:1:pos:R:3
O -0.326 0.522 -1.009
C 0.086 -0.136 0.094
O -0.804 -0.231 1.087
Cl 0.530 -1.918 -0.173
Cl 1.708 0.739 0.692
H 0.439 0.899 -1.398
H -1.634 0.126 0.706
```

Summary:
* largest force on an atom: 2.40 eV Å⁻¹
* molar mass: 116.9 Da
* charge: 0
* DFT total energy: -1110.1574 a.u.
* energy relative to the best compared isomer or geometry (same formula, charge and spin): 59.8 kJ/mol
* HOMO-LUMO gap: 11.31 eV
* SMILES string: OC(O)(Cl)Cl
* LUMO: 0.4 eV
* HOMO energy: -11.0 eV



Formula: CH2Cl4OP2S
Source: OMol25
Level of theory: the ωB97M-V functional and the def2-TZVPD basis

```
11
Properties=species:S:1:pos:R:3
O 2.058 -0.757 -0.383
P 1.181 0.252 -0.975
Cl 0.283 -0.465 -2.735
Cl 2.036 1.932 -1.429
C -0.321 0.608 -0.040
P -0.846 -0.817 1.111
S -1.574 -2.342 0.211
Cl -2.290 0.411 2.181
Cl 0.715 -1.014 2.320
H -1.164 0.612 -0.655
H -0.078 1.578 0.395
```

Summary:
* largest force on an atom: 3.38 eV Å⁻¹
* molar mass: 265.9 Da
* charge: 0
* DFT total energy: -3036.3555 a.u.
* energy relative to the best compared isomer or geometry (same formula, charge and spin): 5.2 kJ/mol
* HOMO-LUMO gap: 9.46 eV
* SMILES string: O=P(Cl)(Cl)CP(=S)(Cl)Cl
* LUMO: -0.6 eV
* HOMO energy: -10.1 eV



Formula: CH2Cl4P2S
Source: OMol25
Level of theory: the ωB97M-V functional and the def2-TZVPD basis

```
10
Properties=species:S:1:pos:R:3
C 2.307 -1.072 0.699
P 0.727 -0.242 0.101
P -2.025 0.422 -0.566
S -2.967 1.060 -2.268
Cl 1.209 -0.108 -1.804
Cl 1.040 1.632 0.621
Cl -1.971 2.141 0.517
Cl -3.240 -0.772 0.410
H 2.677 -0.899 1.735
H 2.244 -2.162 0.555
```

Summary:
* largest force on an atom: 3.36 eV Å⁻¹
* molar mass: 249.9 Da
* charge: 0
* DFT total energy: -2960.9483 a.u.
* energy relative to the best compared isomer or geometry (same formula, charge and spin): 58.8 kJ/mol
* HOMO-LUMO gap (alpha / beta): 7.47 / 5.96 eV
* LUMO (alpha / beta): -1.5 / -2.8 eV
* HOMO energy (alpha / beta): -8.9 / -8.8 eV



Formula: CH2ClFS
Source: OMol25
Level of theory: the ωB97M-V functional and the def2-TZVPD basis

```
6
Properties=species:S:1:pos:R:3
F -0.689 -1.123 1.780
S -1.179 0.180 0.894
C 0.298 0.160 -0.361
Cl -0.036 1.177 -1.745
H 0.378 -0.838 -0.730
H 1.229 0.445 0.162
```

Summary:
* largest force on an atom: 1.91 eV Å⁻¹
* molar mass: 100.5 Da
* charge: 0
* DFT total energy: -997.5055 a.u.
* energy relative to the best compared isomer or geometry (same formula, charge and spin): 48.6 kJ/mol
* HOMO-LUMO gap: 9.69 eV
* SMILES string: FSCCl
* LUMO: 0.1 eV
* HOMO energy: -9.6 eV



Formula: CH2ClN2O2
Source: OMol25
Level of theory: the ωB97M-V functional and the def2-TZVPD basis

```
8
Properties=species:S:1:pos:R:3
C 0.653 -0.057 0.654
N -0.666 -0.286 0.421
N -1.367 0.339 -0.574
O -0.767 0.758 -1.545
O -2.548 0.383 -0.424
Cl 2.189 -1.375 -0.390
H 1.211 -0.543 1.494
H 1.294 0.782 0.364
```

Summary:
* largest force on an atom: 3.20 eV Å⁻¹
* molar mass: 109.5 Da
* charge: -1
* DFT total energy: -759.4224 a.u.
* energy relative to the best compared isomer or geometry (same formula, charge and spin): 95.4 kJ/mol
* HOMO-LUMO gap: 8.95 eV
* LUMO: 4.2 eV
* HOMO energy: -4.8 eV



Formula: CH2ClNO2S
Source: OMol25
Level of theory: the ωB97M-V functional and the def2-TZVPD basis

```
8
Properties=species:S:1:pos:R:3
N -1.504 -0.245 0.048
C -0.342 0.363 0.187
O 0.125 1.189 0.876
O 0.529 -0.066 -0.828
S 2.112 0.344 -0.644
Cl 2.934 -1.052 0.659
H -1.570 -0.541 -0.942
H -2.284 0.007 0.643
```

Summary:
* largest force on an atom: 3.54 eV Å⁻¹
* molar mass: 127.6 Da
* charge: 0
* DFT total energy: -1102.9112 a.u.
* energy relative to the best compared isomer or geometry (same formula, charge and spin): 44.9 kJ/mol
* HOMO-LUMO gap: 9.12 eV
* SMILES string: NC(=O)OSCl
* LUMO: 0.0 eV
* HOMO energy: -9.1 eV



Formula: CH2ClNO2S
Source: OMol25
Level of theory: the ωB97M-V functional and the def2-TZVPD basis

```
8
Properties=species:S:1:pos:R:3
C 0.513 2.974 -1.092
N 0.121 2.307 -1.895
O 2.610 0.583 -2.715
O 0.964 -0.693 -1.477
S 1.268 0.118 -2.647
Cl -0.916 -3.611 0.874
H 1.034 3.729 -0.580
H -1.789 -4.221 -0.006
```

Summary:
* largest force on an atom: 3.89 eV Å⁻¹
* molar mass: 127.6 Da
* charge: 0
* DFT total energy: -1102.8708 a.u.
* energy relative to the best compared isomer or geometry (same formula, charge and spin): 151.0 kJ/mol
* HOMO-LUMO gap: 10.77 eV
* LUMO: -0.5 eV
* HOMO energy: -11.2 eV



Formula: CH2ClNO4S
Source: OMol25
Level of theory: the ωB97M-V functional and the def2-TZVPD basis

```
10
Properties=species:S:1:pos:R:3
C 2.544 0.509 0.142
N 1.676 -0.141 0.716
O 0.655 -0.679 0.720
O -0.593 -0.573 -0.498
O -2.563 -0.799 1.065
O -2.714 -1.121 -1.363
S -2.089 -0.499 -0.240
Cl -2.591 1.420 -0.471
H 2.252 1.096 -0.788
H 3.423 0.787 0.718
```

Summary:
* largest force on an atom: 4.08 eV Å⁻¹
* molar mass: 159.6 Da
* charge: 0
* DFT total energy: -1253.1855 a.u.
* energy relative to the best compared isomer or geometry (same formula, charge and spin): 474.0 kJ/mol
* HOMO-LUMO gap (alpha / beta): 8.08 / 8.07 eV
* LUMO (alpha / beta): -2.4 / -2.4 eV
* HOMO energy (alpha / beta): -10.4 / -10.4 eV



Formula: CH2ClO2P
Source: OMol25
Level of theory: the ωB97M-V functional and the def2-TZVPD basis

```
7
Properties=species:S:1:pos:R:3
C -0.474 2.850 -0.132
O 0.060 1.686 0.316
O -0.229 0.316 -1.995
P -0.179 0.355 -0.560
Cl -0.287 4.020 1.032
H -1.296 0.177 0.046
H 0.586 -0.602 0.136
```

Summary:
* largest force on an atom: 3.77 eV Å⁻¹
* molar mass: 112.5 Da
* charge: 0
* DFT total energy: -991.2465 a.u.
* energy relative to the best compared isomer or geometry (same formula, charge and spin): 246.6 kJ/mol
* HOMO-LUMO gap: 9.43 eV
* LUMO: -0.4 eV
* HOMO energy: -9.9 eV



Formula: CH2ClO5S2
Source: OMol25
Level of theory: the ωB97M-V functional and the def2-TZVPD basis

```
11
Properties=species:S:1:pos:R:3
C 1.158 0.311 -0.942
O -0.945 -2.113 1.149
O 1.391 0.487 1.554
O -0.353 2.147 0.778
O -1.692 -1.150 -1.001
O -2.815 -0.534 1.160
S 0.271 0.808 0.724
S -1.646 -1.104 0.441
Cl 2.433 1.471 -1.359
H 0.572 0.263 -1.948
H 1.626 -0.587 -0.555
```

Summary:
* largest force on an atom: 3.90 eV Å⁻¹
* molar mass: 193.6 Da
* charge: -1
* DFT total energy: -1672.1023 a.u.
* energy relative to the best compared isomer or geometry (same formula, charge and spin): 0.0 kJ/mol
* HOMO-LUMO gap (alpha / beta): 8.12 / 8.12 eV
* LUMO (alpha / beta): 3.2 / 3.2 eV
* HOMO energy (alpha / beta): -4.9 / -4.9 eV



Formula: CH2F2N2OP
Source: OMol25
Level of theory: the ωB97M-V functional and the def2-TZVPD basis

```
9
Properties=species:S:1:pos:R:3
C -2.132 0.524 0.974
N 1.134 -0.755 0.774
N 0.105 -0.277 0.949
O -0.978 -0.049 0.282
F -1.695 1.571 1.679
F -2.627 -0.406 1.862
P 2.665 -1.740 -0.875
H -2.947 0.746 0.296
H 2.364 -0.863 -1.919
```

Summary:
* largest force on an atom: 3.27 eV Å⁻¹
* molar mass: 127.0 Da
* charge: +1
* DFT total energy: -764.6240 a.u.
* energy relative to the best compared isomer or geometry (same formula, charge and spin): 656.4 kJ/mol
* HOMO-LUMO gap (alpha / beta): 7.19 / 7.35 eV
* LUMO (alpha / beta): -7.3 / -7.8 eV
* HOMO energy (alpha / beta): -14.4 / -15.2 eV



Formula: CH2F3GdNO4S
Source: OMol25
Level of theory: the ωB97M-V functional and the def2-TZVPD basis

```
13
Properties=species:S:1:pos:R:3
Gd -1.986 -1.344 -0.217
O -0.442 1.197 -1.412
H -1.140 1.013 -2.281
N 0.074 0.142 -0.678
S 0.410 0.374 0.862
O 0.545 1.725 1.385
O -0.555 -0.568 1.531
C 2.067 -0.407 1.252
F 3.025 0.401 0.827
F 2.169 -1.573 0.640
F 2.188 -0.584 2.557
O -2.824 -0.504 -2.175
H -3.532 0.130 -2.291
```

Summary:
* largest force on an atom: 4.69 eV Å⁻¹
* molar mass: 338.3 Da
* charge: +1
* DFT total energy: -1858.0743 a.u.
* HOMO-LUMO gap (alpha / beta): 8.71 / 5.52 eV
* ⟨S²⟩: 16.30
* 2S+1: 8
* LUMO (alpha / beta): -5.9 / -7.6 eV
* HOMO energy (alpha / beta): -14.6 / -13.1 eV